1.
A cluster of 9 separate species, C21H62N2O15 in total at a distorted geometry, computed with ωB97M-V with the def2-TZVPD basis set.

The geometry in XYZ format:
```
100
Properties=species:S:1:pos:R:3
C 15.34 17.52 -1.58
H 24.68 15.08 -7.05
H 16.48 16.73 -4.64
H 14.71 11.95 -1.26
H 16.27 19.73 -4.26
H 20.55 16.61 0.10
H 22.86 9.42 -3.14
C 19.53 12.44 -7.17
O 20.57 16.05 -4.59
O 16.31 19.90 -6.26
H 13.20 13.04 -0.42
H 15.26 12.37 0.32
H 15.31 21.72 -5.56
H 18.81 8.04 -4.78
C 17.00 19.73 -5.07
H 18.75 15.12 -8.74
H 14.27 18.80 -0.66
H 24.52 14.52 -3.23
C 24.57 14.44 -2.14
H 16.52 14.33 -0.66
O 20.20 16.51 2.63
H 21.12 11.32 -0.71
H 16.29 17.97 -1.30
N 21.35 10.79 -1.53
H 18.47 17.48 2.06
H 24.19 10.50 -3.31
H 25.55 14.73 -1.76
H 22.38 13.26 -1.13
O 13.94 13.66 -0.41
H 19.28 17.65 -0.36
O 22.89 12.26 -7.39
H 17.86 16.35 -5.61
O 18.25 15.59 -2.37
H 18.91 14.27 -6.27
H 16.53 17.23 -6.34
H 24.40 13.85 -5.92
C 19.53 16.89 0.37
O 18.49 14.32 -8.27
C 15.74 21.18 -6.41
H 17.57 20.64 -4.86
H 20.67 14.14 -4.13
H 19.97 11.69 -5.38
H 15.56 16.45 -1.68
C 17.12 17.13 -5.42
C 15.06 12.79 -0.67
H 23.84 15.13 -1.72
H 19.93 9.29 -5.52
H 19.88 10.99 -3.02
H 20.89 15.34 -2.72
H 24.14 13.29 -8.47
C 19.41 8.93 -4.63
H 20.32 14.51 -7.25
H 18.55 11.97 -7.10
O 24.24 13.10 -1.77
H 22.04 12.38 -6.95
C 16.25 13.49 -1.31
C 19.37 13.97 -7.22
O 19.30 11.18 -3.76
H 22.61 14.12 -8.36
H 16.61 14.56 -2.86
H 19.92 12.18 -8.16
O 18.62 15.71 0.22
O 20.36 8.46 -3.66
H 21.40 9.84 -1.19
C 18.84 14.74 -3.30
C 22.82 12.77 -2.00
H 18.61 15.46 -0.71
C 17.90 18.44 -5.07
O 15.87 13.99 -2.62
H 19.32 17.59 -3.89
O 14.37 17.85 -0.63
O 20.48 11.94 -6.15
H 18.40 16.49 -2.69
H 18.75 13.70 -2.97
C 23.88 14.44 -6.67
H 17.72 10.25 -4.78
O 22.76 15.09 -6.10
H 14.99 17.84 -2.56
N 18.54 18.21 -3.73
H 14.93 21.19 -7.14
H 22.40 13.07 -2.96
H 20.07 15.60 2.33
H 16.97 12.78 -1.72
C 22.68 11.22 -1.96
H 22.49 15.66 -6.82
H 17.99 9.72 -3.18
H 21.41 15.84 -5.00
H 19.00 19.09 -3.54
H 18.65 18.59 -5.84
C 20.33 15.03 -3.60
H 18.19 14.81 -4.17
H 22.70 11.00 -4.07
C 23.10 10.48 -3.20
H 23.40 10.84 -1.23
H 16.41 21.97 -6.76
H 19.91 18.47 1.88
H 21.09 8.05 -4.12
C 18.52 10.06 -4.06
C 23.33 13.53 -7.79
C 19.53 17.44 1.81
```

**⟨S²⟩**: 0.76
**Net charge**: +1
**DFT total energy**: -2074.84167 hartree
**E_HOMO (spin up / spin down)**: -11.4 / -11.4 eV
**LUMO level (spin up / spin down)**: -0.1041 / -0.3525 Eh
**Frontier orbital gap (spin up / spin down)**: 8.5 / 1.8 eV
**2S+1**: 2

2.
A structure of composition C20H35AlBr2ClKN4O9 at a distorted geometry, computed with ωB97M-V with the def2-TZVPD basis set.

The geometry in XYZ format:
```
73
Properties=species:S:1:pos:R:3
H 7.17 -3.45 -1.66
Cl -1.55 3.95 0.34
C -1.07 1.01 0.11
H 6.60 -0.53 -0.77
H 5.63 -5.47 -0.70
H -6.59 0.93 -0.51
H 3.65 -0.83 -0.43
N -7.79 5.56 1.98
O -10.21 2.91 0.25
C 7.56 -6.37 -0.22
H -7.68 3.10 -0.69
H -7.10 1.12 -2.20
H 4.09 0.03 2.54
C 7.51 -4.36 -1.21
H 5.57 -2.28 0.27
H -8.02 0.09 -1.12
H -8.60 2.21 1.37
C 4.24 0.11 1.44
H 7.35 -7.33 0.25
H 2.25 -2.58 1.44
H -5.97 4.49 -2.55
O 7.32 -8.47 -3.44
C -2.25 0.15 0.22
C -8.30 2.20 -0.77
H 6.12 1.62 2.92
O -11.26 3.61 -1.63
H -7.07 2.48 -3.42
C 4.56 -2.42 0.73
H 6.38 -0.57 1.47
O -9.31 2.47 -1.76
H 9.68 -6.44 -0.14
H 4.05 -3.20 0.11
C -9.14 1.99 0.45
H -2.87 -1.97 0.21
O -7.93 4.37 1.81
Al 8.54 -8.94 0.61
H 7.81 -8.16 -2.68
H 1.13 0.91 -0.15
C -1.99 -1.29 0.16
C 5.76 0.29 1.09
N -0.79 -1.85 0.04
H 7.53 1.43 1.75
C 6.71 -5.42 -0.70
H -9.56 0.98 0.52
H 5.15 0.52 -1.10
O -6.10 3.82 -1.89
C -10.35 3.05 -1.10
N 0.20 -1.02 -0.04
H 6.19 2.51 1.20
H 9.74 -4.20 -1.25
H 1.74 -0.91 1.84
H -8.60 7.13 0.86
C 6.42 1.58 1.76
C -7.45 1.02 -1.17
K -4.58 3.55 -4.89
O -6.32 2.27 -3.99
C 8.82 -4.72 -1.01
H -9.24 6.97 2.53
O -6.80 6.11 2.41
C 3.67 -1.12 0.65
C 0.20 0.33 -0.04
O 1.43 -1.61 -0.20
H 4.65 -2.80 1.77
Br 5.39 0.90 4.33
C 2.21 -1.53 1.04
H 3.73 1.05 1.09
H -1.16 2.18 0.13
H 6.74 1.24 -0.72
Br -4.03 0.86 0.42
N 8.85 -5.94 -0.40
H -9.75 5.82 1.26
C 6.05 0.40 -0.46
C -8.94 6.44 1.63
```

**DFT total energy**: -8129.09264 hartree
**E_HOMO**: -6.5 eV
**LUMO level**: -0.2033 Eh
**Frontier orbital gap**: 0.9 eV

3.
A structure of composition C41H35ClLaN2Si2 at a distorted geometry, computed with ωB97M-V with the def2-TZVPD basis set.

The geometry in XYZ format:
```
82
Properties=species:S:1:pos:R:3
C 1.67 -3.30 2.90
H -8.66 -0.88 2.12
H 1.66 -3.61 3.97
H -6.30 3.46 -2.50
H 7.12 -0.01 -1.93
C 1.15 -0.01 -1.32
C -6.23 -1.48 3.22
H 6.11 -4.46 1.00
Cl -3.35 -0.96 -1.01
N -4.17 0.06 2.07
C 0.21 0.79 -1.97
H -8.27 2.39 -1.42
H 0.76 3.94 -0.60
C -2.90 3.70 1.86
H 2.70 0.25 0.35
H -3.66 4.38 1.44
H -1.00 4.58 1.01
H -0.74 2.76 -2.21
C 1.03 -1.67 1.21
H -1.65 1.62 4.16
H 0.72 -1.36 3.33
C -7.28 2.21 -1.03
C -4.91 2.61 -1.14
C 6.83 0.80 -3.95
La -2.28 1.09 0.57
H 4.71 -4.15 -3.06
C 2.24 -4.10 1.86
C -3.11 2.74 2.88
C 2.21 -3.69 0.50
H -9.10 0.69 0.32
H 3.86 1.86 -5.20
C 4.15 1.18 -3.16
H 4.83 0.53 0.51
C 4.58 1.48 -4.47
C 1.10 -2.05 2.55
H -4.03 3.05 -1.61
C -7.08 1.35 0.06
C -7.83 -0.30 1.70
N -4.68 1.86 -0.04
C 5.12 -1.71 -0.76
C 0.85 2.86 -0.80
C 5.77 -3.85 0.16
Si 4.31 -0.03 -0.68
C 6.42 0.41 -2.66
C 5.07 0.59 -2.26
H 0.33 -2.52 -2.32
Si 1.45 -1.85 -1.65
C 5.92 1.35 -4.86
H 2.53 2.56 0.55
H -4.63 -2.46 4.30
H 0.25 2.83 2.65
H -4.05 2.59 3.41
C -4.93 -1.70 3.56
C 1.55 -2.46 0.14
C -6.21 2.82 -1.65
C -0.84 2.93 2.51
C -1.50 3.83 1.64
H -0.43 0.31 -2.72
C 4.99 -3.71 -2.11
C -5.74 1.21 0.56
C 1.82 2.10 -0.15
H -2.85 -1.10 3.20
C -1.83 2.26 3.28
C 0.02 2.15 -1.69
C -3.91 -0.93 2.98
H 7.86 0.67 -4.25
C 1.96 0.72 -0.37
H 6.02 -1.90 1.21
H 2.69 -4.36 -0.25
H 6.26 1.68 -5.85
H 3.13 1.37 -2.80
C 5.38 -4.51 -1.00
H -7.02 -2.07 3.70
H 4.62 -1.67 -2.91
H 0.58 -0.68 1.00
C -8.09 0.58 0.68
H 5.39 -5.61 -1.08
H 2.72 -5.07 2.13
C -5.46 0.27 1.66
C 4.92 -2.30 -2.02
C -6.54 -0.52 2.22
C 5.69 -2.45 0.31
```

**Net charge**: +1
**DFT total energy**: -2763.37560 hartree
**ΔE to the lowest compared entry with this formula, charge and spin**: 219.2 kJ/mol
**E_HOMO**: -8.1 eV
**LUMO level**: -0.1414 Eh
**Frontier orbital gap**: 4.2 eV

4.
A structure of composition C19H15Cl5N5OPtS2 at a distorted geometry, computed with ωB97M-V with the def2-TZVPD basis set.

The geometry in XYZ format:
```
48
Properties=species:S:1:pos:R:3
C -3.94 1.61 0.11
H -0.88 -3.70 -2.34
N 3.48 -2.74 -2.17
Cl 2.27 2.63 4.63
H 1.90 -1.56 0.36
C -3.96 3.57 1.41
C 3.49 -2.89 0.81
H 2.93 -3.15 1.70
C 2.52 -2.23 -1.40
C 1.17 0.89 1.18
C -3.14 -1.45 -1.65
S 1.12 -1.64 -2.30
N -2.19 0.19 -0.20
C -2.60 1.37 0.44
H -5.06 -1.98 -2.58
H -2.14 4.01 2.45
H -5.68 2.88 0.31
C -4.02 -2.18 -2.38
Cl 1.52 4.59 -0.34
N -1.86 -2.00 -1.59
O 0.84 -0.30 0.77
C 1.54 3.28 0.77
C 4.90 -2.93 -1.87
C -4.65 2.71 0.58
C 1.20 2.00 0.33
H -5.22 0.43 -1.14
H -4.47 4.44 1.80
S -3.25 -3.58 -2.98
C 1.85 2.39 2.98
C -1.79 -3.12 -2.26
H 5.18 -2.35 -0.99
Cl 0.72 1.72 -1.31
H 5.47 -2.57 -2.71
H 4.32 -2.25 1.11
N -4.32 0.56 -0.72
C -2.63 3.33 1.78
H 5.13 -3.98 -1.70
Pt -0.45 -0.72 -0.95
C 1.87 3.48 2.10
Cl 1.45 -0.22 3.60
C 1.50 1.13 2.53
Cl 2.29 5.05 2.66
N 2.57 -2.20 -0.09
C -3.25 -0.23 -0.87
H -0.92 2.04 1.62
H 3.24 -2.79 -3.15
C -1.94 2.23 1.31
H 3.86 -3.80 0.36
```

**Net charge**: +1
**DFT total energy**: -4298.57406 hartree
**ΔE to the lowest compared entry with this formula, charge and spin**: 106.8 kJ/mol
**E_HOMO**: -10.3 eV
**LUMO level**: -0.1182 Eh
**Frontier orbital gap**: 7.1 eV

5.
An isolated molecule of C4H7NOS at a distorted geometry, computed with ωB97M-V with the def2-TZVPD basis set.

The geometry in XYZ format:
```
14
Properties=species:S:1:pos:R:3
C 1.29 -0.44 -0.31
H -0.31 1.45 -1.30
S -2.02 -0.12 -0.40
N -0.26 -2.10 0.19
H 1.40 1.74 0.40
H 2.26 -0.88 0.18
H -1.26 2.27 -0.11
H -2.01 -2.05 1.20
H 1.59 0.01 -1.50
H 0.39 0.69 1.72
O 0.40 -1.35 -0.85
C -1.35 -1.44 0.42
C -0.69 1.32 -0.17
C 0.57 0.89 0.55
```

**DFT total energy**: -684.61730 hartree
**ΔE to the lowest compared entry with this formula, charge and spin**: 498.3 kJ/mol
**SMILES string**: C1=NOCCCS1
**E_HOMO**: -9.0 eV
**LUMO level**: 0.0153 Eh
**Frontier orbital gap**: 9.4 eV

6.
A cluster of 2 separate species, CH4N3OP in total at a distorted geometry, computed with ωB97M-V with the def2-TZVPD basis set.

The geometry in XYZ format:
```
10
Properties=species:S:1:pos:R:3
N -0.93 -0.22 -1.15
P -0.24 1.15 -1.14
C -0.39 -0.36 1.76
H 1.89 1.20 -0.03
N -0.32 0.67 2.19
H 1.60 -0.38 -0.80
H -0.64 -1.23 0.09
O -0.34 -1.42 1.05
H -1.95 -0.12 -1.18
N 1.32 0.71 -0.79
```

**DFT total energy**: -621.33427 hartree
**ΔE to the lowest compared entry with this formula, charge and spin**: 127.2 kJ/mol
**SMILES string**: [H]/N=P/N.N#CO
**E_HOMO**: -10.5 eV
**LUMO level**: -0.0036 Eh
**Frontier orbital gap**: 10.4 eV

Which of these has the lowest DFT total energy? C20H35AlBr2ClKN4O9